No. 1
Computed, not measured: 4 unconnected molecules or ions with the total composition C12H33IN3O3 at a distorted geometry, with the ωB97M-V functional and the def2-TZVPD basis.

CARTESIAN COORDINATES (ANGSTROEM)
I 2.450022 -1.468895 0.089570
C 2.260582 -0.923015 4.428070
C 1.132192 -1.875395 4.574880
C -0.029968 -1.433755 5.596840
O -0.987878 -2.361425 5.747340
C -2.040528 -1.799755 6.598140
N 0.519542 -2.166395 3.279820
H 3.072492 -1.368325 3.853090
H 2.704002 -0.716335 5.402110
H 1.855842 -0.058285 3.902210
H 1.520712 -2.824945 4.942980
H -0.416818 -0.470335 5.264780
H 0.348482 -1.249175 6.602230
H -2.590058 -2.600895 7.092400
H -2.783798 -1.246115 6.024440
H -1.703538 -1.023525 7.285170
H 1.173922 -1.827635 2.589060
H -0.200498 -1.465885 3.175290
C -2.364228 1.690465 -1.270310
C -0.928758 1.289855 -1.270400
C 0.037352 2.305675 -0.656350
O -0.130488 3.728735 -1.012540
C 0.839672 4.594185 -0.654200
N -0.874648 -0.020545 -0.717040
H -3.036668 1.047005 -1.837670
H -2.472478 2.679935 -1.714530
H -2.844928 1.579365 -0.298360
H -0.620548 1.339515 -2.314730
H 1.046142 1.983525 -0.914530
H -0.064088 2.170915 0.420520
H 0.527152 5.423885 -1.288260
H 1.845102 4.408865 -1.032180
H 0.858592 4.845125 0.406350
H 0.116052 -0.037655 -0.521290
H -1.283648 0.180075 0.184390
C 2.320432 -0.428025 -4.375070
C 1.043592 -0.833995 -3.722960
C -0.243438 -0.534445 -4.499020
O -1.508228 -0.522375 -3.779550
C -2.671588 -0.170085 -4.534180
N 1.108502 -2.260755 -3.434790
H 2.368782 -0.929015 -5.341910
H 3.188202 -0.822965 -3.846770
H 2.419362 0.657435 -4.384890
H 1.016162 -0.222585 -2.821010
H -0.423058 -1.265645 -5.287180
H -0.080558 0.390205 -5.052730
H -3.181958 -1.128905 -4.625210
H -2.450868 0.286395 -5.499070
H -3.243328 0.507535 -3.900110
H 1.754312 -2.384385 -2.668150
H 1.649372 -2.667235 -4.184680

Forces on the atoms, in the same order (eV/Å):
I 0.23 0.17 -0.05
C 0.31 0.37 0.53
C -1.90 -1.27 1.10
C 3.51 1.25 -0.90
O -3.35 -0.94 1.15
C 0.01 -0.46 -1.08
N -0.24 0.56 0.23
H -0.23 0.03 -0.36
H -0.07 0.57 0.12
H 0.52 0.42 0.17
H 0.02 -0.18 0.34
H -0.26 0.37 -0.44
H 0.90 0.33 0.17
H 0.40 -0.06 0.11
H -0.02 -0.12 -0.66
H 0.63 -0.45 0.41
H 0.40 -0.50 -0.73
H -0.70 -0.01 -0.18
C -1.28 0.78 -0.35
C -1.03 1.86 -2.47
C 0.18 0.76 1.10
O -1.90 -4.06 -0.48
C 0.63 1.71 -0.76
N 1.18 0.79 0.34
H 0.62 -0.40 -0.50
H -0.26 0.27 0.46
H 0.29 0.70 0.54
H -0.10 -0.75 -0.39
H 0.24 0.09 -0.05
H 0.14 0.44 0.50
H 0.31 0.99 0.65
H 0.33 -0.76 0.23
H 0.07 0.05 0.19
H 0.68 -1.68 0.47
H -0.16 -0.77 0.74
C 0.41 0.33 -0.80
C -1.14 -0.37 1.11
C -0.94 -0.01 -1.03
O 1.58 0.79 0.19
C 1.09 -0.87 0.92
N -0.05 -0.27 0.35
H 0.12 0.54 -0.59
H -0.23 0.05 0.46
H 0.13 0.06 -0.62
H -0.35 -0.51 0.53
H 0.57 -0.49 -0.24
H -0.26 0.66 0.15
H -0.59 0.22 -0.55
H 0.02 0.00 -0.08
H -0.16 0.05 -0.25
H -0.15 -0.01 0.84
H -0.16 -0.30 -0.56

Values from the calculation:
Multiplicity ... 1
F_max ... 4.5 eV/Å
HOMO ... -4.095 eV
Charge ... -1
Total energy ... -1164.648150 hartree

No. 2
Computed, not measured: 4 unconnected molecules or ions with the total composition C12H33IN3O3 at a distorted geometry, with the ωB97M-V functional and the def2-TZVPD basis.

CARTESIAN COORDINATES (ANGSTROEM)
I 0.149788 0.123147 0.298482
C -1.370492 -1.056013 4.593052
C -1.030812 -2.487643 4.059862
C -2.349992 -3.242053 3.548462
O -2.072842 -4.560023 2.994742
C -3.235512 -5.274333 2.560562
N 0.105108 -2.382863 3.091672
H -2.097132 -1.158133 5.399062
H -1.733542 -0.312133 3.883882
H -0.524292 -0.591973 5.099722
H -0.679182 -3.069263 4.912022
H -2.776522 -2.547603 2.824652
H -3.053092 -3.294073 4.379752
H -3.923322 -4.648473 1.991962
H -3.842912 -5.599833 3.405092
H -3.057452 -6.107283 1.880422
H -0.090432 -1.961123 2.195022
H 0.631608 -1.582173 3.410712
C -0.447082 0.257247 -5.499978
C -0.767502 0.354927 -4.006498
C -1.396522 -0.947493 -3.514848
O -0.442172 -2.002323 -3.585088
C -1.058332 -3.239283 -4.104598
N 0.453378 0.631007 -3.205458
H -0.072202 -0.709453 -5.836208
H 0.165088 1.063937 -5.903228
H -1.438782 0.256077 -5.952328
H -1.480742 1.168947 -3.877078
H -2.264782 -1.119533 -4.150958
H -1.729782 -0.891783 -2.478538
H -0.361202 -4.077203 -4.102928
H -1.586642 -3.111543 -5.049418
H -1.889882 -3.605963 -3.502788
H 0.754768 1.495297 -3.632398
H 0.126268 1.005067 -2.326158
C 4.068308 4.229717 1.880292
C 2.621458 3.557987 1.920292
C 1.810468 3.995227 0.714802
O 2.580048 3.722877 -0.504398
C 1.896148 4.059417 -1.688408
N 2.864138 2.091637 1.858782
H 4.066678 5.318677 1.927712
H 4.559898 4.053047 0.923622
H 4.746528 3.796217 2.615282
H 2.041538 3.766177 2.819432
H 1.811578 5.081817 0.800892
H 0.822818 3.572987 0.529402
H 2.612888 4.407527 -2.432178
H 1.129158 4.833627 -1.667648
H 1.389808 3.196247 -2.120438
H 3.364648 1.917607 0.998952
H 2.001018 1.623127 1.622962

Forces on the atoms, in the same order (eV/Å):
I -0.28 0.12 0.17
C -0.54 -0.81 0.67
C -0.31 0.45 -1.01
C 1.66 0.51 -0.33
O -0.46 0.48 -0.01
C -0.43 1.14 0.27
N -0.28 -0.31 0.73
H -0.43 0.10 0.06
H -0.03 -0.41 -0.40
H 0.39 -0.25 -0.23
H 0.20 -0.05 0.05
H -0.26 -0.32 -0.57
H -0.03 -0.25 0.25
H 0.07 0.53 -0.18
H 0.14 -0.34 0.32
H 0.84 -0.04 0.39
H -1.12 -0.40 -0.68
H 0.64 -0.07 0.65
C -1.04 -0.52 -0.03
C 1.22 -0.66 0.51
C 0.29 0.16 0.09
O -1.17 -2.05 -1.39
C -0.13 0.96 1.03
N -0.75 0.73 -1.08
H 0.60 0.02 0.49
H -0.07 0.03 0.13
H -0.09 0.50 -0.53
H -0.42 0.02 0.02
H -0.22 -0.38 -0.14
H -0.05 0.33 0.11
H 0.41 0.51 -0.28
H 0.67 0.32 -0.61
H -0.05 0.29 0.84
H 0.85 0.26 -0.30
H 0.04 -0.59 0.89
C -0.93 -0.20 -0.19
C 1.53 -1.50 -1.14
C 1.24 0.96 -1.41
O -0.52 0.49 0.64
C 0.09 -0.40 -0.64
N 0.16 0.54 0.36
H -0.26 0.11 0.48
H -0.36 -0.40 -0.19
H -0.35 0.11 0.31
H 0.23 0.25 0.12
H -0.76 0.44 -0.18
H -0.08 -0.16 0.77
H 0.29 -0.08 0.05
H -0.02 0.33 0.83
H -0.01 -0.33 0.11
H 0.50 0.08 -0.18
H -0.64 -0.24 0.35

Values from the calculation:
Multiplicity ... 1
F_max ... 2.7 eV/Å
HOMO ... -4.082 eV
Charge ... -1
Total energy ... -1164.668723 hartree

No. 3
Computed, not measured: a molecular structure, C12H34Be2N2O8 at a distorted geometry, with the ωB97M-V functional and the def2-TZVPD basis.

CARTESIAN COORDINATES (ANGSTROEM)
Be -1.267725 0.234560 0.945251
Be 0.017013 2.297135 -3.596560
C 0.299298 0.288717 -1.503447
O 0.499643 -0.579110 -0.605953
O -0.470241 1.289146 -1.299519
O 1.046134 0.346504 -2.553585
C -5.092134 -0.124853 0.556351
C -4.113388 0.611924 -0.349413
C -3.857929 2.044560 0.189249
O -3.023661 1.831597 1.336752
C -3.147565 2.876662 2.269732
N -2.869256 -0.134365 -0.454536
H -6.069109 0.358923 0.561984
H -4.750525 -0.103551 1.592072
H -5.261007 -1.150940 0.229684
H -4.594728 0.770212 -1.318138
H -4.862312 2.436287 0.348712
H -3.338768 2.698958 -0.511865
H -2.814521 3.851425 1.906457
H -2.530867 2.705561 3.153520
H -4.148005 2.961689 2.696577
H -3.041298 -1.124156 -0.582682
H -2.407717 0.255976 -1.268387
C 2.310546 2.772201 2.087800
C 1.327302 1.657157 1.733815
C 1.524459 0.343070 2.493537
O 0.514184 -0.599175 2.176340
C 0.975525 -1.894067 2.446147
N -0.060523 2.112069 1.991073
H 2.201748 3.691140 1.516515
H 3.275785 2.296706 1.901413
H 2.274003 2.952259 3.163346
H 1.389554 1.443888 0.665109
H 1.391924 0.614677 3.546179
H 2.556681 0.014862 2.370729
H 1.840464 -2.165062 1.837199
H 0.254803 -2.630762 2.087752
H 1.167381 -2.169310 3.484444
H -0.149572 3.002891 1.511342
H -0.125433 2.428227 2.955088
C 2.359287 -3.707661 -0.379377
O 1.003873 -3.279291 -0.337914
H 2.691227 -3.893436 -1.407815
H 3.024370 -2.937073 0.010099
H 2.440130 -4.734494 -0.026900
H 0.870894 -2.367261 -0.624789
C 4.178170 -0.786675 -1.937197
O 3.754397 0.411615 -2.511599
H 5.254892 -0.926317 -2.010130
H 3.942244 -0.811643 -0.865974
H 3.653320 -1.653387 -2.348995
H 2.794048 0.423791 -2.389268
C 1.144566 -2.727947 -4.195757
O 1.473884 -1.422084 -4.581753
H 1.805420 -3.368072 -4.781558
H 1.308893 -2.873702 -3.124881
H 0.098234 -2.957377 -4.419778
H 1.331988 -0.902618 -3.776501

Forces on the atoms, in the same order (eV/Å):
Be 0.68 1.31 -1.00
Be 1.04 -3.09 2.73
C 1.68 0.42 0.99
O -1.72 0.59 -0.05
O -1.73 1.48 -0.69
O -0.74 1.30 -2.14
C -0.15 0.23 0.18
C -1.35 1.02 0.74
C 0.50 -1.85 -0.38
O -0.28 0.10 -0.23
C 0.37 0.80 1.59
N 2.02 0.39 0.93
H 0.04 0.07 -0.17
H 0.12 -0.23 -0.02
H 0.12 -0.04 0.04
H 0.26 -0.41 -0.25
H 0.21 0.34 0.75
H 0.08 -0.02 -0.13
H -0.21 -0.05 -0.49
H 0.20 -0.51 -0.24
H -0.24 -0.06 -0.48
H 0.01 -0.13 -0.16
H 0.54 -0.46 -0.11
C 0.53 -1.77 0.45
C -0.54 0.31 -0.31
C -0.11 2.12 0.78
O -0.57 0.95 -0.45
C -0.16 -2.75 -0.68
N -0.51 -0.77 -0.93
H -0.10 -0.13 -0.04
H 0.38 0.64 -0.08
H -0.05 0.32 -0.01
H -0.01 0.02 -0.04
H 0.23 -0.25 0.24
H -0.24 -0.59 -0.30
H 0.22 0.52 0.15
H -0.33 0.33 0.05
H -0.02 0.83 0.23
H -0.41 -0.14 -0.51
H -0.16 -0.57 0.36
C -0.27 0.06 -1.60
O -0.32 -0.65 0.21
H -0.07 0.48 -0.33
H 0.23 -0.46 0.58
H -0.05 0.42 1.08
H 0.56 -0.06 -0.04
C 0.09 -0.77 0.79
O -0.09 0.36 -0.18
H -0.08 0.19 -0.36
H -0.01 0.12 0.20
H 0.16 -0.07 -0.30
H 0.21 0.16 -0.16
C 0.38 -0.53 -0.30
O -0.29 0.76 0.34
H -0.28 -0.36 0.15
H 0.01 -0.15 0.03
H -0.03 -0.13 -0.07
H 0.23 0.35 -0.37

Values from the calculation:
Multiplicity ... 1
F_max ... 4.2 eV/Å
HOMO ... -14.465 eV
Charge ... +2
Total energy ... -1217.733046 hartree

No. 4
Computed, not measured: a molecular structure, C12H35BN3O6PSi2 at a distorted geometry, with the ωB97M-V functional and the def2-TZVPD basis.

CARTESIAN COORDINATES (ANGSTROEM)
C 6.538229 -1.739570 0.392569
C 5.274197 -1.330595 -0.442632
B 3.993215 -2.279630 -0.174035
O 4.171617 -3.513851 0.536270
Si 2.263305 -1.597524 -0.829756
O 1.214757 -2.815100 -1.469550
Si 0.252786 -3.632281 -0.319472
P 1.397036 -0.267092 0.715014
C -0.337045 0.193094 0.093382
O 1.227430 -1.093741 2.226126
H 6.576854 -2.811181 0.653852
H 7.467348 -1.507618 -0.173740
H 6.591710 -1.096135 1.297126
H 5.471589 -1.296106 -1.536243
H 4.985813 -0.300757 -0.110338
H 4.164381 -3.265489 1.467834
H 2.580114 -0.706050 -1.971858
H -0.298752 -2.774490 0.730057
H 0.974190 -4.807241 0.221478
H -0.905582 -4.187252 -1.059354
H -0.424973 1.278582 0.273502
H -0.320193 0.063356 -1.001753
H -1.134406 -0.381535 0.593815
H 1.594552 -1.978605 2.168326
C 5.704463 1.606320 1.745363
O 4.876954 1.422406 0.875180
N 5.412085 1.884895 3.036461
C 6.443846 2.093973 4.031819
C 4.016045 1.975690 3.430506
H 6.786887 1.557543 1.545123
H 6.336062 1.354521 4.828686
H 6.343984 3.096172 4.454788
H 7.433015 1.993950 3.586980
H 3.514496 1.028387 3.222894
H 3.523980 2.759035 2.851492
H 3.939871 2.203840 4.491859
C -2.043074 2.428016 -2.803562
O -1.349473 1.848065 -1.989250
N -3.387273 2.548666 -2.725711
C -4.157293 3.252441 -3.731287
C -4.080501 1.952142 -1.597931
H -1.615254 2.913517 -3.695308
H -4.691011 4.083351 -3.264873
H -4.880082 2.568131 -4.180207
H -3.504592 3.642909 -4.511352
H -3.699415 2.386116 -0.669839
H -3.888531 0.877101 -1.584168
H -5.150190 2.129546 -1.673964
C -7.063330 -0.226974 -1.963345
O -6.820059 0.960069 -2.058155
N -7.100320 -0.917863 -0.800679
C -7.396633 -2.336115 -0.757418
C -6.833766 -0.212614 0.440521
H -7.278014 -0.851193 -2.844582
H -8.289071 -2.503000 -0.150183
H -6.553878 -2.870569 -0.313703
H -7.572909 -2.722574 -1.760105
H -7.560506 0.592207 0.566078
H -5.835052 0.226307 0.404130
H -6.899631 -0.897621 1.283100

Forces on the atoms, in the same order (eV/Å):
C 0.31 0.66 -0.64
C -0.33 -0.64 0.99
B 1.99 -0.55 0.34
O -0.70 1.42 -0.49
Si -1.28 -1.05 -1.28
O -0.14 0.23 2.03
Si 0.29 -0.20 -1.94
P -0.35 0.96 0.89
C 0.99 -0.19 0.33
O 0.04 0.40 -1.08
H -0.13 0.52 0.00
H -0.52 -0.18 0.31
H -0.08 -0.65 -0.29
H -0.12 0.05 0.54
H 0.11 -0.66 -0.71
H 0.30 -0.40 0.27
H -0.21 0.13 0.11
H 0.17 0.19 0.25
H 0.11 0.22 0.21
H 0.03 0.06 0.02
H -0.22 -0.66 0.01
H -0.29 -0.07 0.55
H 0.33 0.22 -0.36
H -0.19 -0.22 0.04
C 0.01 0.11 0.32
O -0.09 0.22 0.12
N 0.29 -0.06 -0.23
C -0.30 0.00 -0.01
C -0.04 -0.08 -0.25
H 0.06 0.02 0.05
H 0.12 0.07 0.07
H 0.12 -0.04 0.09
H -0.06 -0.01 -0.05
H -0.12 0.10 0.01
H -0.10 -0.08 0.05
H 0.10 -0.01 -0.03
C -0.34 0.10 -0.09
O -0.15 0.11 -0.10
N 0.46 0.06 -0.17
C -0.08 -0.15 0.20
C 0.25 0.18 0.13
H -0.02 0.03 -0.05
H -0.06 0.02 -0.14
H -0.06 0.13 -0.05
H 0.04 -0.04 0.07
H 0.00 -0.11 0.02
H -0.09 0.01 0.10
H 0.24 -0.01 -0.07
C -0.07 -0.28 0.20
O -0.26 -0.01 0.03
N -0.03 0.02 -0.40
C 0.06 0.18 0.21
C 0.02 0.21 -0.18
H -0.01 -0.06 0.00
H 0.02 -0.14 -0.04
H -0.09 -0.12 -0.03
H 0.02 0.08 0.01
H 0.08 0.01 0.09
H -0.05 0.03 0.12
H -0.01 -0.04 -0.09

Values from the calculation:
Multiplicity ... 1
F_max ... 2.1 eV/Å
HOMO ... -7.537 eV
Total energy ... -2039.180362 hartree

LUMO energy values, unit Ha, following the record order: 0.10422 0.10915 -0.42421 0.01594.
ΔE to the lowest compared entry with this formula, charge and spin values, unit kcal per mole, following the record order: 64.0 51.1 0.0 18.9.